Density functional theory data (wB97M-V/def2-TZVPD) for an isolated molecule of C3H3NOS2.

structure (SMILES)	S=c1cc(S)[nH]o1
Kohn-Sham gap	8.3	eV
LUMO energy	-0.19	eV
F_max	1.59	eV/A
molecular weight	133.2	g/mol

Positions of all 10 atoms, in Å:
S 2.7669 -0.4115 0.0477
C 1.1827 -0.1011 0.0222
C 0.0054 -0.8822 -0.2390
C -1.0156 0.0133 -0.1464
S -2.7939 -0.3274 0.0133
N -0.5545 1.2882 0.0671
O 0.8495 1.2064 0.0409
H -0.0162 -1.9712 -0.2340
H -2.6396 -1.1200 1.1430
H -0.8608 2.0647 -0.5028

=====

Density functional theory data (wB97M-V/def2-TZVPD) for a structure of composition C22H37GeN3O5RuSSeSi.

2S+1	2
charge	+1
Kohn-Sham gap (spin up / spin down)	7.3 / 7.2	eV
LUMO energy (spin up / spin down)	-3.38 / -3.47	eV
F_max	2.57	eV/A
molecular weight	736.3	g/mol

Positions of all 72 atoms, in Å:
Ru 0.5171 -0.5646 0.8457
O 0.2721 -3.0404 4.6952
C 0.6522 -2.2802 3.6826
O 0.2987 -2.4482 2.5381
C 1.5875 -1.1922 4.1135
O 1.9164 -0.4022 2.9993
C 2.1141 0.9916 3.2870
C 0.8999 1.7540 2.7448
O 0.2956 2.4968 3.4892
O 0.6745 1.5131 1.4928
H -0.3189 -3.7493 4.3917
H 2.4811 -1.6670 4.5317
H 1.1105 -0.6085 4.9049
H 2.9988 1.3158 2.7385
H 2.2323 1.1796 4.3511
C -3.0565 2.7724 -1.6156
Si -3.9103 2.6076 0.0368
C -4.1590 4.2886 0.8197
C -5.5566 1.7318 -0.1179
C -2.9432 1.5815 1.3186
C -3.2697 1.7501 2.6623
C -2.6611 1.0017 3.6618
C -1.7013 0.0877 3.2965
N -1.3650 -0.1020 2.0198
C -1.9596 0.6246 1.0680
S -1.3211 0.1775 -0.4867
H -3.5210 3.5846 -2.1802
H -3.1395 1.8596 -2.2085
H -1.9963 3.0038 -1.4990
H -4.5460 4.9981 0.0848
H -3.2258 4.6920 1.2181
H -4.8841 4.2413 1.6350
H -6.2369 2.2926 -0.7640
H -6.0287 1.6378 0.8626
H -5.4424 0.7300 -0.5382
H -4.0111 2.4897 2.9422
H -2.9169 1.1323 4.7033
H -1.2007 -0.5266 4.0349
C 2.0868 -0.9441 -4.0026
Ge 0.8287 -2.3931 -3.6501
C 0.9852 -3.7940 -5.0040
C -1.0025 -1.7294 -3.5861
C 1.4325 -3.3670 -2.0110
Se 0.9827 -2.9652 -0.1603
C -0.9090 -3.4236 -0.2489
H 1.8555 -0.4932 -4.9686
H 3.1102 -1.3197 -4.0361
H 2.0224 -0.1725 -3.2408
H 0.7514 -3.3996 -5.9933
H 0.2932 -4.6092 -4.7899
H 1.9982 -4.1973 -5.0273
H -1.1909 -1.1847 -4.5129
H -1.1672 -1.0497 -2.7577
H -1.7191 -2.5491 -3.5284
H 2.5235 -3.3480 -2.0250
H 1.1283 -4.4083 -2.1280
H -1.3444 -2.9174 -1.1040
H -1.3608 -3.0649 0.6698
H -1.0245 -4.5024 -0.3302
N 5.5864 2.3019 -1.2734
C 4.4970 1.5968 -0.9046
C 4.5939 0.5066 -0.0214
C 3.4652 -0.2030 0.2950
N 2.2547 0.0968 -0.1983
C 2.1426 1.1588 -1.0086
C 3.2187 1.9152 -1.3906
H 6.4946 2.0774 -0.9107
H 5.5046 3.1013 -1.8745
H 5.5477 0.2301 0.4078
H 3.5165 -1.0515 0.9651
H 1.1430 1.3959 -1.3484
H 3.0754 2.7511 -2.0623

=====

Density functional theory data (wB97M-V/def2-TZVPD) for a cluster of 3 separate species, C23H53BN4O12P3 in total.

charge	+1
Kohn-Sham gap	6.2	eV
LUMO energy	-4.85	eV
F_max	10.02	eV/A
molecular weight	681.4	g/mol

Positions of all 96 atoms, in Å:
C -1.9653 -2.0900 -2.2078
C -1.4739 -1.1684 -3.5030
C 0.1268 -0.8105 -3.4585
N 0.4784 0.4756 -2.7457
C 0.4798 0.2864 -1.2130
C 1.6078 -0.7493 -0.6497
C 1.4960 -0.8774 1.0188
C 2.4484 -1.8767 1.9005
B 3.9036 -1.0674 2.1011
O 3.7854 0.3830 2.4205
O 5.2329 -1.6875 1.9364
C 0.3025 0.0945 1.5557
P 0.0263 0.0097 3.4866
N -0.9131 -1.2859 3.7384
O -0.7611 1.5268 3.9709
O 1.5130 -0.0628 4.3888
N -0.6222 1.0148 0.8708
N -0.5299 1.1010 -0.4820
C -1.5291 2.0222 -1.2062
C -0.7180 3.3641 -1.6916
C 0.5854 3.7397 -0.7534
H -1.7820 -1.5436 -1.1735
H -3.1317 -2.2975 -2.2987
H -1.4484 -3.1531 -2.1974
H -1.6905 -1.8257 -4.4630
H -2.1125 -0.1798 -3.6288
H 0.4723 -0.6622 -4.5917
H 0.6843 -1.7645 -3.0741
H 1.4851 0.7058 -3.0051
H 2.3923 -1.3532 -1.2920
H 2.7191 -2.7945 1.1864
H 1.9743 -2.2227 2.9148
H 4.4274 0.9271 1.8675
H 5.9129 -0.9660 2.0906
H -1.1284 -1.7947 2.8454
H -1.7565 1.4462 3.8679
H 1.5581 -1.0289 4.7152
H -2.3525 2.3543 -0.4119
H -2.0767 1.4388 -2.0739
H -0.3593 3.1635 -2.8103
H -1.4834 4.2655 -1.6230
H 1.4865 2.9793 -0.9234
H 0.9956 4.7958 -1.0566
H 0.2411 3.6633 0.3735
O 2.0039 -1.4190 -6.7405
P 3.3374 -2.0387 -7.2253
O 3.5105 -0.9655 -8.4728
C 3.9596 0.3406 -8.1591
C 5.4483 0.3491 -7.8717
O 2.5666 -3.2603 -8.0522
C 1.4108 -3.8738 -7.5000
C 0.1736 -3.3607 -8.2179
O 4.8273 -2.7312 -7.7670
C 4.9757 -3.5569 -8.9163
C 4.6902 -2.8675 -10.2380
H 3.3957 0.7447 -7.3131
H 3.7524 0.9728 -9.0277
H 5.6718 -0.2174 -6.9624
H 5.8108 1.3718 -7.7355
H 6.0072 -0.1166 -8.6886
H 1.3491 -3.7098 -6.4192
H 1.5018 -4.9534 -7.6543
H 0.1237 -2.2696 -8.2120
H -0.7363 -3.7570 -7.7549
H 0.1912 -3.6670 -9.2690
H 4.3952 -4.4784 -8.8073
H 6.0263 -3.8689 -8.9238
H 3.6248 -2.6460 -10.3540
H 4.9857 -3.5071 -11.0749
H 5.2346 -1.9208 -10.3141
O -4.4014 3.5535 7.0865
P -3.9261 3.0128 8.4573
O -3.2441 1.6519 7.8084
C -1.9908 1.7882 7.1631
C -0.8713 1.9341 8.1751
O -5.4247 2.3895 8.8260
C -6.5992 3.1060 8.4735
C -7.2424 2.4573 7.2591
O -3.3951 2.4087 9.9890
C -4.0059 1.3406 10.7036
C -3.9256 -0.0122 10.0200
H -2.0074 2.6373 6.4733
H -1.8305 0.8827 6.5702
H -0.9696 2.8716 8.7311
H 0.1030 1.9313 7.6784
H -0.8960 1.1205 8.9060
H -6.3841 4.1655 8.3005
H -7.2873 3.0545 9.3230
H -6.5373 2.3568 6.4310
H -8.1044 3.0405 6.9183
H -7.5818 1.4458 7.5050
H -5.0352 1.5960 10.9746
H -3.4605 1.2675 11.6513
H -4.5600 -0.0510 9.1293
H -4.2611 -0.8035 10.6969
H -2.9008 -0.2344 9.7056

=====

Density functional theory data (wB97M-V/def2-TZVPD) for a cluster of 2 separate species, CH6S3 in total.

structure (SMILES)	CS.SS
Kohn-Sham gap	9.2	eV
LUMO energy	0.27	eV
F_max	0.70	eV/A
molecular weight	114.3	g/mol

Positions of all 10 atoms, in Å:
C 2.2162 -0.1843 -0.2558
S 0.7768 -1.2841 -0.3981
H 2.9621 -0.3148 -1.0394
H 2.6980 -0.3430 0.7048
H 1.8829 0.8525 -0.3069
H 0.8889 -1.8050 0.8388
S -3.5262 0.0123 0.8047
S -2.3482 1.7405 0.5805
H -3.8628 0.1392 -0.4748
H -1.6876 1.1868 -0.4538

=====

Density functional theory data (wB97M-V/def2-TZVPD) for an isolated molecule of C4H9N3.

structure (SMILES)	[H]/N=C/N=C/N(C)C
Kohn-Sham gap	9.4	eV
LUMO energy	0.78	eV
F_max	3.87	eV/A
molecular weight	99.1	g/mol

Positions of all 16 atoms, in Å:
H 2.0751 2.0425 -2.8828
N 1.5127 1.3615 -2.2743
C 1.4450 1.8360 -1.0672
N 0.8721 1.2441 -0.0121
C 0.0414 0.3415 -0.3087
N -0.6434 -0.4832 0.5138
C -1.5478 -1.5055 0.0502
C -0.1453 -0.6364 1.8426
H 2.0779 2.7101 -0.8224
H -0.2915 0.3556 -1.3866
H -0.9416 -2.5248 -0.1500
H -2.0900 -1.0256 -0.9473
H -2.3768 -1.6324 0.9070
H 0.4684 0.2645 2.1143
H -0.9738 -0.8174 2.6237
H 0.5176 -1.5302 1.7999

=====

Density functional theory data (wB97M-V/def2-TZVPD) for a cluster of 2 separate species, C8H15BCl2F3O4P in total.

structure (SMILES)	C[C@H](Cl)[C@H](Cl)B(P(O)O)C(F)(F)F.CCOC(C)=O
Kohn-Sham gap	7.1	eV
LUMO energy	-1.25	eV
F_max	1.71	eV/A
molecular weight	344.9	g/mol

Positions of all 34 atoms, in Å:
C 4.8797 -1.6210 -1.7914
C 3.6593 -0.7279 -1.8619
Cl 3.9646 0.6838 -0.7766
C 2.3408 -1.3511 -1.3513
Cl 2.3390 -3.1372 -1.5795
B 1.0065 -0.7008 -1.8658
P -0.7039 -1.6810 -2.1611
O -0.8721 -2.4336 -0.6934
O -0.3394 -2.8884 -3.1918
C 0.8721 0.8916 -2.1499
F 1.8959 1.4223 -2.8594
F 0.7543 1.5807 -0.9812
F -0.2591 1.1802 -2.8579
H 5.7574 -0.9874 -1.8215
H 4.9226 -2.3004 -2.6308
H 4.9141 -2.1528 -0.8503
H 3.5504 -0.3193 -2.8549
H 2.3374 -1.2083 -0.2718
H -1.0558 -1.7652 -0.0284
H 0.0449 -3.6440 -2.7338
C -1.8878 2.7024 1.7344
C -3.0845 1.8639 1.3225
O -2.8849 0.4971 1.6860
C -3.1487 -0.0006 2.9109
C -3.4406 0.9490 4.0498
O -3.0819 -1.1839 3.0712
H -1.7670 2.7034 2.8177
H -2.0001 3.7335 1.4000
H -0.9752 2.2921 1.3028
H -4.0215 2.2492 1.7260
H -3.1888 1.8552 0.2393
H -2.5076 1.1661 4.5678
H -4.1146 0.4490 4.7394
H -3.9056 1.8834 3.7452

=====

Density functional theory data (wB97M-V/def2-TZVPD) for an isolated molecule of C14H23NO4.

structure (SMILES)	CC(C)(C)OC(=O)C[C@H]1C[C@@H](CC#N)OC(C)(C)O1
Kohn-Sham gap	10.4	eV
LUMO energy	0.56	eV
F_max	2.52	eV/A
molecular weight	269.3	g/mol

Positions of all 42 atoms, in Å:
C -0.8626 3.6936 2.5560
C -0.1032 2.7749 1.6575
C -0.9292 2.4752 0.3776
C 1.2591 3.3992 1.2906
O 0.3262 1.5283 2.2225
C -0.5653 0.6452 2.6854
O -1.7538 0.8841 2.8261
C -0.1213 -0.7575 3.1302
C 0.1602 -1.7068 1.9536
C -0.9284 -1.7900 0.8753
C -0.4863 -2.6978 -0.2419
C -1.4445 -2.6974 -1.4061
C -1.4707 -1.4279 -2.1078
N -1.5758 -0.4470 -2.7265
O 0.7989 -2.3464 -0.7615
C 1.8334 -2.1674 0.2331
C 2.3605 -3.5174 0.7762
C 2.9511 -1.3734 -0.4247
O 1.3968 -1.3308 1.3422
H -1.0162 4.6342 2.0423
H -0.2731 3.8604 3.4496
H -1.8383 3.3175 2.7811
H -0.4072 1.7581 -0.2683
H -1.1054 3.4101 -0.1488
H -1.8963 2.0731 0.6067
H 1.8614 3.4918 2.2176
H 1.1012 4.4072 0.9003
H 1.7837 2.8029 0.5670
H 0.7319 -0.6570 3.7733
H -0.9386 -1.2324 3.7076
H 0.2378 -2.6878 2.3996
H -1.1975 -0.7804 0.5330
H -1.8563 -2.1709 1.3339
H -0.4421 -3.7292 0.1441
H -1.2353 -3.5220 -2.0869
H -2.4168 -2.8783 -0.9966
H 2.9109 -4.0326 -0.0293
H 1.4855 -4.1358 1.0192
H 3.0047 -3.4079 1.6530
H 3.7525 -1.2361 0.2936
H 3.3460 -1.8759 -1.3085
H 2.6106 -0.3596 -0.7330

=====

Density functional theory data (wB97M-V/def2-TZVPD) for an isolated molecule of C19H21NO4.

structure (SMILES)	C=CCOc1c(CNc2ccc(C(=O)O)cc2)cccc1OCC
Kohn-Sham gap	8.6	eV
LUMO energy	0.67	eV
F_max	0.73	eV/A
molecular weight	327.4	g/mol

Positions of all 45 atoms, in Å:
C 1.8195 3.7939 0.2839
C 3.0246 3.2585 0.2946
C 3.4161 1.9899 -0.4022
O 2.2694 1.3545 -0.9357
C 2.3031 0.0181 -1.2175
C 1.1040 -0.6755 -1.0284
C -0.0970 0.0606 -0.4961
N -0.8762 -0.7859 0.3749
C -2.1182 -0.4932 0.8449
C -2.8649 0.6022 0.3871
C -4.1381 0.8281 0.8565
C -4.7127 -0.0231 1.8010
C -6.0634 0.1885 2.3228
O -6.6128 -0.5111 3.1436
O -6.6861 1.2685 1.8010
C -3.9701 -1.1126 2.2673
C -2.7011 -1.3423 1.8015
C 1.0203 -2.0252 -1.3416
C 2.1274 -2.6963 -1.8158
C 3.3214 -2.0224 -2.0026
C 3.4258 -0.6648 -1.7283
O 4.5508 0.0810 -1.9601
C 5.7628 -0.5524 -2.3153
C 6.4305 -1.2563 -1.1375
H 1.6034 4.7133 0.7996
H 1.0070 3.3305 -0.2478
H 3.8443 3.7313 0.8193
H 3.9225 1.3253 0.3119
H 4.1319 2.2294 -1.2007
H -0.7224 0.3688 -1.3416
H 0.2412 0.9689 0.0214
H -0.3531 -1.4778 0.8892
H -2.4401 1.2807 -0.3353
H -4.7028 1.6745 0.4978
H -7.5696 1.3406 2.1924
H -4.4189 -1.7645 3.0012
H -2.1318 -2.1859 2.1664
H 0.0817 -2.5415 -1.2128
H 2.0686 -3.7473 -2.0530
H 4.1669 -2.5659 -2.3917
H 5.6109 -1.2444 -3.1521
H 6.3966 0.2682 -2.6637
H 6.6196 -0.5429 -0.3389
H 5.7967 -2.0491 -0.7475
H 7.3761 -1.6854 -1.4569

=====

Density functional theory data (wB97M-V/def2-TZVPD) for a cluster of 2 separate species, C3H8O2 in total.

2S+1	2
charge	+1
Kohn-Sham gap (spin up / spin down)	12.3 / 3.5	eV
LUMO energy (spin up / spin down)	-4.04 / -10.15	eV
F_max	1.64	eV/A
molecular weight	76.1	g/mol

Positions of all 13 atoms, in Å:
C -1.9683 1.4254 1.4132
O -3.1990 0.8143 1.4216
H -1.9217 2.0466 0.5028
H -1.9638 2.0695 2.2867
H -1.1407 0.6987 1.3782
H -3.2438 0.0400 0.8414
O 0.3285 -0.9215 -0.2182
C 1.3604 -0.5196 -0.6656
C 2.2980 -1.3830 -1.4708
H 1.8302 0.4513 -0.4144
H 2.0228 -2.4299 -1.4019
H 3.3177 -1.1944 -1.1433
H 2.2798 -1.0974 -2.5296

=====

Density functional theory data (wB97M-V/def2-TZVPD) for an isolated molecule of C5H6N2O.

structure (SMILES)	O=C1NC=NC12CC2
Kohn-Sham gap	9.9	eV
LUMO energy	0.79	eV
F_max	3.26	eV/A
molecular weight	110.1	g/mol

Positions of all 14 atoms, in Å:
O -0.5431 2.2172 0.0008
C -0.7852 0.9887 -0.0181
N -1.9742 0.2712 -0.0778
C -1.6355 -1.0561 -0.0294
N -0.3926 -1.3869 0.0170
C 0.2392 -0.1125 -0.0438
C 1.6083 0.0122 0.7372
C 1.6224 -0.0317 -0.7851
H -2.9441 0.6283 0.0570
H -2.5077 -1.7151 0.0897
H 1.8221 -0.8758 1.3770
H 1.7174 1.0451 1.1493
H 1.7885 0.9533 -1.2436
H 1.9842 -0.9376 -1.2303

=====

Density functional theory data (wB97M-V/def2-TZVPD) for a structure of composition C6H7NO.

Kohn-Sham gap	10.2	eV
LUMO energy	0.74	eV
F_max	7.38	eV/A
molecular weight	109.1	g/mol

Positions of all 15 atoms, in Å:
C -1.4872 1.3806 0.0975
C -0.1332 -0.4562 -0.8687
C 1.4180 -0.5134 -1.3288
C 1.8703 0.0876 -0.1434
C 0.6923 0.4412 0.6778
C -0.2470 -0.8195 0.5302
H -1.2683 2.0519 0.9651
H -1.8519 2.0371 -0.6611
H -2.4219 0.6196 0.2767
H -0.8573 -0.8599 -1.6435
H 1.9255 -1.4236 -1.8849
H 2.9899 0.0337 0.1862
H 0.9838 0.9143 1.6552
N -0.2756 0.8667 -0.3216
O -1.2812 -1.2702 1.1962

=====

Density functional theory data (wB97M-V/def2-TZVPD) for a structure of composition C2Cl2F2O.

Kohn-Sham gap	10.6	eV
LUMO energy	0.38	eV
F_max	4.87	eV/A
molecular weight	148.9	g/mol

Positions of all 7 atoms, in Å:
C 0.3548 -0.1279 1.1139
C -0.3340 0.2716 -0.7220
O 0.3967 0.7759 1.8604
F -0.5158 1.5692 -0.8726
F -1.5239 -0.3475 -0.7844
Cl 0.8299 -1.7159 1.2691
Cl 0.7924 -0.4252 -1.8643